19
Properties=species:S:1:pos:R:3:forces:R:3 method="wB97M-V/def2-TZVPD" e_homo_ev="-8.642 / -6.558" multiplicity=1 fmax_ev_per_a=4.0 de_lowest_kj_mol=705.6 gap_ev="8.6 / 6.7" e_tot_ha=-813.61869
Si 2.70799 1.44164 -0.24076 1.0 -0.7 1.5
Si 1.25991 -0.21963 0.47658 -1.0 1.0 -0.9
O 1.96711 -0.90997 1.77565 -0.3 -2.2 0.6
C 0.59045 -1.50304 -0.75275 0.3 -2.0 0.0
C -0.84760 -2.02562 -0.44246 0.2 2.0 0.2
C -1.72461 2.13761 0.30568 -1.4 -3.2 1.1
C -2.79005 1.66439 0.88536 -0.9 1.9 -0.4
H 2.04317 2.62666 0.32719 -0.2 0.5 -0.9
H -0.59526 -2.30049 0.60830 -2.1 -0.1 -0.4
H -2.83421 0.62042 0.91127 -0.7 -1.6 0.4
H 1.65791 -1.85124 1.78883 0.6 1.0 0.5
H 0.58510 -1.05058 -1.72573 0.6 0.0 -0.8
H 1.26937 -2.43732 -0.66948 -0.6 1.5 -0.6
H -1.37316 -2.76268 -1.05570 1.2 -0.8 0.1
H 2.98435 1.02884 -1.64613 0.0 0.9 0.0
H -3.69878 2.29949 1.18894 1.4 -1.0 -0.3
H -1.26154 3.00755 0.19251 1.8 3.6 -0.8
H -1.55798 -1.17261 -0.70265 0.8 -0.5 1.6
H 3.97738 1.50940 0.66037 -0.7 -0.4 -1.0